# 1
Entry from the Open Molecules 2025 dataset: 2 unconnected molecules or ions with the total composition C23H21N2O2 in a non-equilibrium geometry (wB97M-V/def2-TZVPD).

Element x y z (Å)
C: -3.37860 2.01329 1.09564
C: -3.73081 2.01528 -0.27309
N: -4.11124 1.98336 -1.39276
N: -2.85191 0.71072 1.48059
C: -1.95273 0.56897 2.52695
C: -1.48817 -0.68263 2.90194
C: -1.82985 -1.82425 2.18508
C: -2.64291 -1.66760 1.07768
C: -3.15879 -0.41689 0.74008
H: -2.68308 2.78606 1.44406
H: -1.63203 1.50884 2.98501
H: -0.82677 -0.72486 3.76084
H: -1.42571 -2.78394 2.44762
H: -2.90345 -2.49354 0.41071
H: -3.77416 -0.29922 -0.16365
C: -8.57764 6.70745 -2.56827
O: -7.14624 6.52859 -2.41187
C: -6.65591 5.64122 -1.51051
C: -5.25089 5.65752 -1.34851
C: -4.66425 4.94055 -0.33893
C: -5.41116 4.17848 0.57727
C: -4.66784 3.57204 1.69553
C: -5.42851 3.28519 2.92059
C: -4.82979 2.48389 3.90854
C: -5.49626 2.23628 5.09776
C: -6.75586 2.83019 5.34476
O: -7.28725 2.54232 6.55997
C: -6.34517 1.63314 7.22469
C: -5.11177 1.48433 6.32757
C: -7.34568 3.69262 4.41371
C: -6.67332 3.90331 3.22851
C: -6.79324 4.03480 0.30094
C: -7.42599 4.80221 -0.67428
H: -8.63853 7.40999 -3.40254
H: -9.07859 5.76176 -2.82444
H: -9.01712 7.14847 -1.66091
H: -4.66329 6.25763 -2.03457
H: -3.58195 4.96944 -0.22802
H: -3.78823 4.24499 1.93632
H: -3.84805 2.04087 3.74632
H: -6.11589 2.06020 8.20618
H: -6.86022 0.67684 7.37678
H: -4.88575 0.43620 6.12947
H: -4.23427 1.91654 6.81393
H: -8.28880 4.17801 4.64186
H: -7.11150 4.60795 2.52891
H: -7.41994 3.34878 0.87396
H: -8.51500 4.78252 -0.78932

Total charge: +1
LUMO energy (eV): -4.5
DFT total energy (Eh): -1148.67715
Multiplicity: 1



# 2
Entry from the Open Molecules 2025 dataset: a molecular structure, C16H18F5N6O7P2S2V in a non-equilibrium geometry (wB97M-V/def2-TZVPD).

Element x y z (Å)
V: -1.19452 -0.16183 -0.28009
F: 5.40602 2.32474 -3.03437
C: 4.24625 2.11839 -2.37680
C: 3.27166 1.26670 -2.89741
F: 3.50379 0.64655 -4.06726
C: 2.06073 1.10469 -2.24610
F: 1.11109 0.35218 -2.81293
C: 1.76779 1.76627 -1.04096
S: 0.23948 1.68947 -0.25807
C: 2.78134 2.60118 -0.53466
F: 2.56288 3.27655 0.61402
C: 3.98920 2.78354 -1.18168
F: 4.91278 3.62509 -0.67436
N: -2.73782 -3.44602 -1.76951
C: -1.49340 -3.34644 -0.95080
C: -0.90598 -4.69446 -0.64402
P: -2.29122 -2.46944 0.50198
O: -3.44275 -3.66946 0.70233
O: -1.68843 -2.28093 1.83519
O: -3.02503 -1.34295 -0.18295
P: -0.42523 -2.26011 -2.07263
O: -0.97954 -3.01148 -3.49206
O: 1.02543 -2.45589 -2.12950
O: -1.12707 -0.92899 -2.12057
H: -3.36866 -4.16674 -1.41619
H: -2.48391 -3.53946 -2.76323
H: -3.15516 -2.50029 -1.56730
H: -1.62496 -5.32879 -0.11862
H: -0.03327 -4.55919 -0.00772
H: -0.57059 -5.18656 -1.55728
H: -3.51408 -3.74528 1.65059
H: -0.18017 -3.04808 -4.01295
S: -2.50449 1.07468 1.32115
C: -1.82648 2.60831 1.55837
N: -0.90790 2.82524 2.50986
C: -0.19683 4.08381 2.63268
C: -0.29593 4.87358 1.33157
C: -1.76051 4.97853 0.91885
N: -2.33153 3.64856 0.87336
H: -0.46198 1.99571 2.87433
H: 0.84995 3.87998 2.86268
H: -0.64079 4.65220 3.46215
H: 0.25589 4.33869 0.55841
H: 0.13354 5.86399 1.46489
H: -1.85279 5.44652 -0.06519
H: -2.32598 5.58258 1.64337
H: -2.93922 3.39325 0.10902
N: 0.59179 -0.62961 2.17921
C: 0.83538 -1.56038 1.17887
O: 0.14412 -1.47320 0.11604
C: 1.83471 -2.52138 1.39982
C: 2.21207 -3.51242 0.49003
N: 2.55439 -4.40858 -0.14765
C: 2.45534 -2.61125 2.64547
N: 2.94223 -2.68126 3.69063
H: -0.40106 -0.39919 2.21977
H: 0.99943 -0.86131 3.07821

Total charge: -1
LUMO energy (spin up / spin down) (eV): 2.2 / 2.2
DFT total energy (Eh): -4398.50558
Multiplicity: 4



# 3
Entry from the Open Molecules 2025 dataset: a molecular structure, C24H36F3InNO12 in a non-equilibrium geometry (wB97M-V/def2-TZVPD).

Element x y z (Å)
O: -0.96131 1.02892 -3.69526
C: -0.70822 -0.05167 -3.23383
F: 0.35866 -0.69608 -3.76854
N: -1.44611 -0.61689 -2.18608
In: -0.22485 -0.96850 -0.38396
C: -1.00637 0.42842 1.17358
C: -0.49685 1.84258 0.99958
F: -0.09166 2.06149 -0.32367
C: -2.21564 -1.70040 -2.49030
O: -3.23293 -1.97712 -1.89969
F: -1.85479 -2.52497 -3.50890
H: 1.51463 -0.83665 -0.69182
H: -0.60188 -2.60970 0.16711
H: -0.76464 0.09723 2.17140
H: -2.08285 0.41893 1.06553
H: -1.28531 2.55097 1.18558
H: 0.32600 2.02447 1.68125
O: 1.60945 -5.69432 -8.37298
C: 1.09490 -4.93763 -7.60063
O: 1.80444 -4.05183 -6.86046
C: 0.91719 -3.35432 -5.94955
C: -0.45060 -3.47449 -6.55989
C: -0.38162 -4.83167 -7.25594
H: 0.97794 -3.82911 -4.96900
H: 1.22630 -2.31803 -5.85853
H: -1.24216 -3.39426 -5.81892
H: -0.60338 -2.69093 -7.30288
H: -0.63891 -5.65388 -6.58587
H: -0.99585 -4.87399 -8.15063
O: 0.38743 -4.32315 2.97455
C: -0.08105 -5.20218 2.31909
O: -0.57223 -5.02919 1.07022
C: -1.15978 -6.24624 0.59633
C: -0.51422 -7.35550 1.41599
C: -0.26209 -6.65206 2.74530
H: -2.24017 -6.19072 0.74983
H: -0.96149 -6.34303 -0.46829
H: -1.13129 -8.24991 1.49249
H: 0.43765 -7.64213 0.96579
H: -1.12321 -6.71343 3.41229
H: 0.62777 -7.01806 3.24922
O: 0.04798 -0.16753 -7.43893
C: 1.07869 -0.13199 -8.03552
O: 1.17925 0.21242 -9.34791
C: 2.53870 0.05347 -9.79140
C: 3.38819 0.11642 -8.52720
C: 2.44580 -0.48833 -7.49118
H: 2.62484 -0.90948 -10.30029
H: 2.77593 0.84645 -10.49730
H: 4.34032 -0.40230 -8.62177
H: 3.59691 1.15641 -8.27174
H: 2.53275 -1.57522 -7.44788
H: 2.58794 -0.05982 -6.50305
O: -1.96328 2.08261 3.40824
C: -1.81683 2.97017 4.18971
O: -1.55546 4.25081 3.81641
C: -1.32025 5.06585 4.97840
C: -1.99765 4.33323 6.12611
C: -1.84193 2.87529 5.70511
H: -0.24447 5.15690 5.12761
H: -1.73732 6.05683 4.80821
H: -1.56955 4.56021 7.09162
H: -3.05880 4.59445 6.15624
H: -0.89546 2.45193 6.04451
H: -2.66953 2.25402 6.03436
O: 0.51247 4.99829 7.62073
C: 0.68062 5.90844 8.37459
O: 0.94714 7.16794 7.95522
C: 1.20628 8.02121 9.08283
C: 0.53890 7.33338 10.26592
C: 0.67509 5.85916 9.89034
H: 2.28767 8.10834 9.20814
H: 0.79592 9.00789 8.88339
H: 0.98737 7.59344 11.22261
H: -0.51660 7.60599 10.30488
H: 1.62125 5.43423 10.22756
H: -0.15372 5.25789 10.25189

Total charge: -1
LUMO energy (eV): 1.6
DFT total energy (Eh): -2383.55673
Multiplicity: 1



# 4
Entry from the Open Molecules 2025 dataset: a molecular structure, C2H11N3O2 in a non-equilibrium geometry (wB97M-V/def2-TZVPD).

Element x y z (Å)
C: 2.15477 -0.25899 0.13523
N: 1.87354 -0.00238 1.44239
O: -1.18805 0.75146 0.97408
H: -0.38262 1.21513 1.23019
H: 2.60935 -0.24710 2.09290
H: 1.02733 -0.57431 1.65434
H: 3.21205 -0.23201 -0.13091
H: 1.42713 0.14533 -0.56064
C: -2.03800 1.43558 -1.09304
N: -1.03589 0.56608 -0.49474
N: -1.28192 -0.75070 -0.83443
O: 1.33288 -1.86294 0.16172
H: 1.76889 -2.72215 0.14477
H: -0.48731 -1.32652 -0.54762
H: -2.14861 -1.10147 -0.42211
H: -1.82959 2.46322 -0.80166
H: -3.05502 1.16895 -0.77719
H: -1.95894 1.33282 -2.17329

LUMO energy (eV): 0.9
DFT total energy (Eh): -397.40229
Multiplicity: 1